Entry 1:
The following is a quantum chemistry calculation of an isolated ion of composition C4H12N2S and charge -1, from OMol25.

LUMO level (spin up / spin down), eV: 3.407 / 3.633
<S²>: 0.7508
2S+1: 2
Net charge: -1
Largest force on an atom, eV/Å: 1.32

```
19
Properties=species:S:1:pos:R:3:forces:R:3:nbo_charge:R:1
C 0.692651 0.936694 0.926667 -0.886 0.192 0.953 -0.210
N 1.442979 0.280754 -0.096739 0.278 0.629 0.174 -0.664
C 2.049399 -0.969086 0.196089 0.175 -0.297 -0.450 -0.039
N 1.123537 -2.109298 0.414671 -0.044 0.057 -0.378 -0.898
C -0.671654 0.331332 1.321878 -0.149 -0.344 -0.492 -0.453
C -1.724861 0.082272 0.205477 0.308 -0.540 0.249 -0.668
S -1.477248 0.910726 -1.419044 -0.176 0.384 0.399 -0.708
H 0.525279 1.986108 0.684787 0.201 0.096 -0.368 0.186
H 1.265944 0.953392 1.861652 0.240 -0.039 -0.107 0.177
H 1.021190 0.439752 -1.001372 0.076 -0.537 -0.069 0.398
H 2.754550 -1.180316 -0.614216 -0.057 -0.095 -0.154 0.156
H 2.671723 -0.874411 1.086401 -0.062 0.186 0.249 0.155
H 1.547534 -2.943696 0.016828 -0.044 -0.026 0.162 0.341
H 0.300636 -1.950989 -0.171993 0.053 -0.045 0.133 0.347
H -1.151604 0.959619 2.072543 0.245 0.142 0.174 0.192
H -0.459566 -0.642837 1.770360 -0.170 0.100 0.162 0.221
H -2.730727 0.224352 0.619013 0.049 0.312 -0.309 0.202
H -1.714821 -0.973102 -0.070508 0.035 -0.161 -0.129 0.179
H -1.280401 2.106921 -0.831360 -0.073 -0.014 -0.199 0.087
```
Forces are in eV/Å.

***

Entry 2:
The following is a quantum chemistry calculation of a 3-piece molecular cluster, C4H16NO3 overall, from OMol25.

LUMO level, eV: -2.680
Net charge: +1
Largest force on an atom, eV/Å: 2.46

```
24
Properties=species:S:1:pos:R:3:forces:R:3:nbo_charge:R:1
O 1.539450 -0.842421 -1.822892 0.085 0.152 0.657 -0.723
C 0.883968 -1.566359 -0.790327 0.222 -1.773 -1.364 -0.100
C 0.321267 -0.653408 0.236207 -2.407 -0.076 0.267 -0.052
N -0.890511 0.181939 -0.361446 2.076 0.901 0.750 -0.543
C -1.321464 1.273295 0.550598 -2.203 0.969 0.526 -0.448
C -0.378938 -1.437015 1.350878 1.643 -0.553 1.437 -0.651
H 2.103078 -1.456013 -2.301360 0.090 0.076 -0.140 0.492
H 1.521286 -2.382434 -0.341354 -0.282 1.177 0.018 0.213
H 0.099995 -2.156812 -1.282067 -0.408 0.051 0.286 0.175
H 1.106439 0.054538 0.491920 -0.453 0.338 0.475 0.252
H -0.451199 0.635678 -1.179526 -1.042 -0.243 -0.768 0.489
H -1.742431 -0.377133 -0.508720 0.937 -0.113 -0.628 0.438
H -1.405805 0.968598 1.586615 0.758 -0.219 0.063 0.242
H -2.379025 1.542584 0.348172 0.495 -0.375 -0.473 0.231
H -0.831349 2.236755 0.469368 0.835 -0.439 -0.230 0.248
H -0.619419 -2.451115 1.032291 0.168 -0.051 -0.133 0.234
H 0.317127 -1.515167 2.226642 -0.698 -0.131 -0.682 0.247
H -1.309477 -1.035549 1.749061 0.192 0.369 -0.190 0.229
H 0.042261 2.175187 -3.394145 0.116 0.146 0.147 0.498
H -0.756553 0.916715 -3.634514 -0.028 -0.057 0.050 0.489
O -0.472102 1.508617 -2.928778 -0.121 -0.122 -0.049 -0.965
H 1.638398 2.285002 2.726703 0.968 -0.127 0.251 0.497
H 1.765288 0.661421 2.981266 0.598 0.927 0.126 0.489
O 1.219715 1.433097 2.795407 -1.541 -0.827 -0.397 -0.982
```
Forces are in eV/Å.

***

Entry 3:
The following is a quantum chemistry calculation of C11H28Cl2HoNO2P2 as an isolated structure, from OMol25.

LUMO level (spin up / spin down), eV: -8.264 / -8.263
<S²>: 6.0045
2S+1: 5
Net charge: +2
Largest force on an atom, eV/Å: 6.69

```
47
Properties=species:S:1:pos:R:3:forces:R:3:nbo_charge:R:1
C 0.826959 -1.595575 -2.924083 -0.990 0.530 -1.056 -0.851
C 1.541998 -1.376432 -1.741055 5.035 -0.285 4.391 0.985
H 1.269700 -2.454295 -3.458628 0.058 0.168 0.235 0.355
H 0.895299 -0.658524 -3.540475 -0.106 -0.624 0.436 0.367
H -0.236764 -1.768370 -2.676499 0.252 0.128 -0.096 0.367
O 2.327256 -1.339275 -0.875763 -4.417 0.083 -4.221 -0.243
Cl -1.367582 0.580503 -1.620574 0.151 -0.171 -0.315 -0.591
Ho -0.456698 0.494528 0.729059 -1.221 0.560 -0.558 1.414
P 1.401185 2.216373 -0.636638 0.117 0.254 0.576 0.788
C 2.953918 2.373786 0.308771 0.330 0.149 -0.109 -0.938
C 1.873727 2.352230 -2.395974 -0.137 -0.129 -0.151 -0.931
H 2.356025 3.320120 -2.623967 -0.191 -0.465 0.157 0.271
H 0.923523 4.630913 -0.686083 -0.056 -0.128 0.114 0.264
H 0.963321 2.243228 -3.005703 0.271 0.130 0.169 0.265
H -0.557880 3.629161 -0.660530 0.208 0.105 0.005 0.271
H 3.544803 1.457986 0.171552 -0.033 0.254 -0.005 0.239
H 2.561503 1.530802 -2.654793 -0.087 0.337 0.054 0.226
C 0.457166 3.737862 -0.256155 -0.133 0.005 -0.160 -0.939
H 3.548192 3.242143 -0.010537 -0.116 -0.254 0.144 0.261
H 0.356346 3.861756 0.829921 0.097 -0.012 -0.196 0.255
H 2.739501 2.463012 1.383109 0.011 0.054 -0.316 0.239
P -1.719794 -2.079037 0.532774 -0.140 -0.038 0.519 0.788
C -1.081598 -3.034060 1.947541 0.034 -0.403 0.038 -0.937
C -3.372465 -1.503543 1.073651 -0.065 0.137 -0.214 -0.936
H -2.454223 -2.713089 -1.677169 0.028 -0.211 0.298 0.260
H -2.736193 -4.075172 -0.530818 0.382 0.436 -0.083 0.273
H -1.076551 -3.715387 -1.144848 -0.391 -0.001 0.155 0.227
C -2.034652 -3.270960 -0.823856 0.167 0.088 -0.168 -0.927
H -3.662104 -0.655031 0.440546 -0.078 -0.218 0.086 0.267
H -4.132943 -2.288700 0.992407 0.173 0.114 0.080 0.263
H -1.713183 -3.897656 2.190043 0.168 0.172 0.028 0.261
H -1.009175 -2.381122 2.828168 -0.148 -0.119 -0.193 0.243
H -3.323972 -1.131064 2.104052 0.014 -0.144 -0.180 0.264
H -0.064293 -3.376915 1.720066 -0.220 -0.056 0.035 0.238
Cl -2.037314 1.841684 2.100710 0.359 -0.313 -0.198 -0.550
C 1.017194 1.580979 3.665045 -0.162 -0.156 0.065 -0.406
N 1.746336 0.320369 3.858576 0.050 -0.856 -1.507 -0.340
C 2.258158 0.013173 5.194737 0.526 -0.561 0.344 -0.431
C 1.846285 -0.563090 2.865005 -0.725 1.224 0.273 0.564
O 1.211494 -0.412502 1.761437 1.160 -0.497 1.054 -0.804
H 1.574098 2.391495 4.137616 0.011 -0.098 -0.076 0.249
H 0.028065 1.512793 4.124698 0.070 0.073 -0.107 0.255
H 0.894263 1.804995 2.592492 0.229 -0.020 0.608 0.188
H 1.831340 -0.938937 5.554370 0.161 0.500 -0.108 0.234
H 3.355928 -0.069499 5.180908 -0.389 0.096 0.035 0.238
H 1.969492 0.813868 5.872626 0.025 -0.094 -0.059 0.246
H 2.500142 -1.437047 2.997738 -0.285 0.252 0.175 0.197
```
Forces are in eV/Å.

***

Entry 4:
The following is a quantum chemistry calculation of C17H18BN7O2S2V as an isolated structure, from OMol25.

LUMO level (spin up / spin down), eV: -0.049 / -0.047
<S²>: 3.7633
2S+1: 4
Largest force on an atom, eV/Å: 4.03

```
48
Properties=species:S:1:pos:R:3:forces:R:3:nbo_charge:R:1
H 0.020410 3.029319 0.863845 -0.041 -0.070 -0.176 0.250
N 0.222311 1.723791 -0.822201 1.410 3.548 -1.281 -0.392
B 0.822015 0.825424 -3.180681 -0.680 -0.235 0.496 0.534
N 0.638917 1.958298 -2.146842 -0.464 0.342 1.502 -0.324
C 0.768334 3.274397 -2.342507 0.007 -0.411 0.580 0.032
V -0.189470 -0.110692 -0.486685 -2.032 -1.325 1.223 1.134
H 1.037943 3.608657 -3.330072 0.078 0.271 0.089 0.227
C 0.516067 3.936789 -1.146411 0.013 -0.065 0.040 -0.345
H 0.557131 4.999832 -0.996095 0.023 0.034 0.110 0.239
C 0.214669 2.948690 -0.198707 0.056 -1.242 -1.655 0.014
H 1.276607 1.234629 -4.204906 0.080 0.037 -0.026 -0.021
C -2.118897 -2.849231 1.541549 -0.618 0.304 -0.027 -0.854
H -2.465102 -3.151391 2.544240 0.119 0.156 -0.433 0.219
H -1.124883 -3.252747 1.371149 0.067 0.095 -0.002 0.219
H -2.813533 -3.246443 0.784686 0.220 0.085 0.307 0.210
N -0.585166 0.248726 -3.410845 -1.165 -0.571 0.288 -0.310
N 1.661567 -0.321914 -2.601745 0.221 -1.119 1.294 -0.321
N -1.322355 -0.255213 -2.353307 -0.438 0.040 -1.381 -0.396
N 1.417673 -0.835160 -1.322228 2.969 -0.658 -1.784 -0.386
C -1.277285 0.165797 -4.557221 0.267 -0.027 0.770 0.012
C 2.679224 -0.983279 -3.164545 -0.186 0.120 0.697 0.030
H -0.809865 0.515630 -5.467920 -0.260 -0.078 0.045 0.229
H 2.934988 -0.734859 -4.179507 0.302 -0.087 -0.014 0.227
C -2.506432 -0.396825 -4.274628 -0.322 -0.198 0.068 -0.349
C 3.195670 -1.889878 -2.242065 -0.218 0.213 -0.011 -0.347
C -2.512375 -0.656121 -2.891946 1.398 0.684 -0.399 -0.013
C 2.414581 -1.749628 -1.085197 -1.031 1.122 -1.269 0.004
H -3.282682 -0.591183 -4.997140 -0.046 -0.050 0.170 0.235
H 4.030207 -2.547236 -2.406310 0.026 -0.031 0.109 0.238
H -3.310298 -1.097425 -2.307892 0.301 0.104 0.103 0.222
H 2.525961 -2.222875 -0.121498 -0.225 0.016 -0.063 0.237
H -2.105568 -1.740734 1.478186 0.061 -0.747 0.118 0.205
O 0.422680 3.773349 4.150445 0.389 -0.134 -0.288 -0.919
S 1.176696 2.587802 4.455248 -0.619 -1.405 0.498 2.284
O 2.361474 2.686488 5.268184 -0.168 0.099 -0.814 -0.907
N 1.374818 1.649627 3.079472 -0.170 -0.239 -0.751 -0.733
C 0.663817 0.539941 3.066535 1.017 1.841 0.120 0.157
S 0.595787 -0.494871 1.684691 0.195 -0.489 1.200 -0.311
C -0.047453 0.286992 4.345711 -0.679 0.027 0.922 -0.045
C -0.857271 -0.779100 4.762851 0.138 0.322 -0.133 -0.199
C -1.494069 -0.690730 6.013520 0.154 0.113 -0.055 -0.206
C -1.325255 0.424916 6.855441 0.201 -0.140 -0.471 -0.196
C -0.504486 1.479042 6.437436 0.060 -0.236 -0.289 -0.174
C 0.114689 1.382633 5.195400 -0.667 -0.330 0.724 -0.322
H -0.977400 -1.641672 4.094340 -0.053 0.365 0.409 0.236
H -2.142776 -1.503545 6.341770 0.209 0.175 -0.104 0.218
H -1.824254 0.470834 7.829621 0.179 -0.062 -0.459 0.223
H -0.342161 2.365248 7.044282 -0.079 -0.165 0.006 0.233
```
Forces are in eV/Å.